{
  "formula": "C43H57N6O2P2SSi2Ta",
  "method": "ωB97M-V/def2-TZVPD",
  "total_charge": 2,
  "e_tot_ha": -3868.36875,
  "de_lowest_kcal_mol": 7.4,
  "elements": ["Ta", "C", "C", "N", "C", "C", "S", "C", "C", "N", "H", "H", "H", "H", "H", "H", "H", "H", "H", "H", "H", "H", "H", "H", "C", "Si", "C", "C", "N", "P", "C", "P", "N", "Si", "C", "C", "C", "C", "C", "C", "C", "C", "C", "C", "C", "C", "C", "C", "C", "C", "C", "C", "C", "C", "C", "C", "C", "C", "C", "C", "C", "H", "H", "H", "H", "H", "H", "H", "H", "H", "H", "H", "H", "H", "H", "H", "H", "H", "H", "H", "H", "H", "H", "H", "H", "H", "H", "H", "H", "H", "H", "H", "H", "H", "H", "H", "H", "H", "H", "O", "N", "N", "O", "C", "C", "C", "C", "C", "C", "H", "H", "H", "H", "H"],
  "xyz": [[0.4622, 0.1258, 0.6120], [0.9759, 0.0767, 4.5915], [-0.4048, 0.2441, 3.9731], [-0.6356, -0.4632, 2.6803], [-0.7444, -1.9353, 2.8663], [0.5855, -2.6672, 2.9563], [1.8450, -1.9282, 1.8910], [3.1518, -1.5077, 3.0950], [3.2686, -0.0752, 3.6190], [1.9974, 0.6281, 3.7111], [0.9510, 0.5812, 5.5633], [1.1904, -0.9648, 4.8165], [-1.1637, -0.0910, 4.6870], [-0.5677, 1.3028, 3.7848], [-1.5699, -0.1648, 2.3912], [-1.3418, -2.1597, 3.7559], [-1.2621, -2.3176, 1.9953], [0.9852, -2.7060, 3.9641], [0.4448, -3.6950, 2.6245], [3.0011, -2.2242, 3.9013], [4.0858, -1.7826, 2.6067], [3.8043, -0.1401, 4.5753], [3.9015, 0.5035, 2.9459], [2.1924, 1.5819, 3.9922], [-3.5152, 3.0246, -0.7560], [-1.9565, 2.7235, 0.2186], [-0.7038, 3.9678, -0.4026], [-2.5002, 2.8794, 1.9947], [-1.2589, 1.0721, -0.0124], [-1.9618, -0.2459, -0.7460], [-0.7942, -1.3983, -0.2795], [0.4566, -1.9161, -1.3220], [1.5301, -0.6882, -0.9773], [3.2013, -0.3535, -1.6050], [3.6649, -1.3208, -3.1367], [3.2209, 1.4405, -2.1055], [4.5032, -0.8364, -0.3614], [0.1817, -2.0595, -3.0886], [0.4338, -0.9929, -3.9466], [0.2515, -1.1417, -5.3114], [-0.1991, -2.3514, -5.8223], [-0.4746, -3.4120, -4.9703], [-0.2798, -3.2710, -3.6059], [0.9675, -3.5688, -0.8235], [2.1732, -4.1201, -1.2522], [2.5321, -5.3991, -0.8614], [1.6792, -6.1465, -0.0585], [0.4641, -5.6157, 0.3481], [0.1123, -4.3266, -0.0274], [-2.1702, 0.0977, -2.4918], [-2.8659, -0.8080, -3.2941], [-3.0896, -0.5182, -4.6285], [-2.6381, 0.6836, -5.1628], [-1.9340, 1.5799, -4.3736], [-1.6898, 1.2826, -3.0406], [-3.6275, -0.5660, -0.1361], [-3.8129, -1.3859, 0.9765], [-5.0775, -1.5953, 1.5015], [-6.1777, -0.9913, 0.9085], [-6.0093, -0.1928, -0.2128], [-4.7428, 0.0197, -0.7355], [-3.6905, 4.1016, -0.6705], [-3.4550, 2.7946, -1.8185], [-4.3865, 2.5255, -0.3349], [-0.5862, 4.8012, 0.2930], [0.2845, 3.5432, -0.5844], [-1.0550, 4.3886, -1.3467], [-2.8358, 3.8979, 2.2005], [-3.3606, 2.2230, 2.1541], [-1.7357, 2.6257, 2.7232], [2.8797, -1.4973, -3.8664], [4.4281, -0.7088, -3.6264], [4.1481, -2.2692, -2.9036], [2.5238, 1.6105, -2.9300], [2.9765, 2.1369, -1.3050], [4.2158, 1.6978, -2.4747], [4.3604, -1.8785, -0.0600], [5.4795, -0.7802, -0.8480], [4.5328, -0.2070, 0.5253], [0.7867, -0.0508, -3.5486], [0.4625, -0.3157, -5.9773], [-0.3323, -2.4691, -6.8894], [-0.8231, -4.3544, -5.3699], [-0.4694, -4.1105, -2.9488], [2.8293, -3.5574, -1.8987], [3.4719, -5.8194, -1.1925], [1.9579, -7.1483, 0.2390], [-0.2130, -6.2091, 0.9482], [-0.8390, -3.9058, 0.2766], [-3.2408, -1.7348, -2.8747], [-3.6287, -1.2206, -5.2493], [-2.8350, 0.9181, -6.2005], [-1.5759, 2.5104, -4.7937], [-1.1325, 1.9818, -2.4284], [-2.9695, -1.9039, 1.4041], [-5.2094, -2.2444, 2.3566], [-7.1678, -1.1577, 1.3100], [-6.8676, 0.2616, -0.6887], [-4.6295, 0.6371, -1.6162], [2.3579, 0.9612, 0.7618], [2.6079, 2.1010, 1.3309], [1.5583, 2.6306, 1.7489], [0.4191, 2.0044, 1.6145], [1.5847, 3.9574, 2.3232], [2.5427, 4.8561, 1.8852], [2.5589, 6.1181, 2.4551], [1.6322, 6.4593, 3.4328], [0.6804, 5.5390, 3.8501], [0.6495, 4.2698, 3.2934], [3.2475, 4.5800, 1.1142], [3.2934, 6.8396, 2.1264], [1.6501, 7.4488, 3.8677], [-0.0395, 5.8064, 4.6108], [-0.0878, 3.5448, 3.6011]]
}